# 1
ORCA calculation (the ωB97M-V functional and the def2-TZVPD basis) on a structure of composition C37H45F6N10O3SbTeTi.

The geometry in XYZ format:
```
104
Properties=species:S:1:pos:R:3:forces:R:3
Ti -0.284591 -0.422407 -0.768848 -0.60 0.17 -0.05
O 1.633455 -1.684681 2.389639 -0.02 0.05 0.04
C 1.329108 -1.061076 1.406600 0.04 -0.02 0.06
O 0.107080 -0.694627 1.073769 0.10 -0.11 -0.04
C 2.358746 -0.653317 0.376111 0.03 -0.01 0.03
C 3.723426 -0.840786 0.619453 0.01 0.02 0.00
C 4.606648 -0.471236 -0.352707 0.00 0.00 0.01
C 4.130633 0.093856 -1.554490 -0.01 0.02 -0.01
C 5.001334 0.532693 -2.582036 0.00 0.00 0.00
C 4.499862 1.088409 -3.721322 0.00 0.00 0.00
C 3.103355 1.230137 -3.886520 -0.01 0.00 0.00
C 2.237164 0.812773 -2.918506 0.01 0.01 -0.01
C 2.735025 0.233602 -1.729142 0.00 0.02 0.02
N 1.869407 -0.159798 -0.746660 0.24 0.00 0.03
H 4.022932 -1.268777 1.565013 0.00 0.00 0.00
H 5.674006 -0.595828 -0.214438 0.00 0.00 0.00
H 6.069056 0.418549 -2.442447 0.00 0.00 0.00
H 5.167238 1.424082 -4.503302 0.00 0.00 0.00
H 2.718584 1.678912 -4.792728 0.00 0.00 0.00
H 1.169434 0.931057 -3.041781 0.01 0.01 0.00
N -2.787887 -3.085053 -4.516206 0.03 -0.17 0.11
C -2.255854 -2.245488 -5.396450 0.11 0.09 -0.10
N -2.621936 -2.316999 -6.679699 -0.02 -0.02 0.05
N -1.352729 -1.310922 -5.098075 -0.14 -0.05 -0.06
C -1.021903 -1.045218 -3.890265 0.21 0.08 0.11
N -0.644989 -0.689982 -2.847387 -0.02 -0.06 0.08
H -3.501466 -3.739863 -4.785617 -0.01 0.02 -0.02
H -2.487742 -3.108886 -3.548779 -0.12 0.16 0.06
H -3.258661 -3.014354 -7.018940 0.00 -0.01 -0.01
H -2.216530 -1.663184 -7.325602 -0.01 0.01 0.00
C -2.743918 1.564381 -2.403439 -0.02 0.00 0.03
C -1.936392 2.232504 -1.328232 -0.01 -0.08 -0.13
O -2.238521 3.382335 -0.961391 0.03 0.03 0.04
N -0.850558 1.632883 -0.771145 0.01 0.05 0.10
Te -0.158341 3.238132 0.294954 -0.01 0.09 -0.12
C 1.501319 2.428270 1.343391 0.00 0.03 -0.04
C 1.441077 1.848580 2.617519 0.00 -0.05 0.00
C 0.173565 1.443145 3.320774 0.05 -0.02 -0.01
C 2.639428 1.615524 3.289120 0.00 -0.04 0.01
C 3.872145 1.950365 2.751847 -0.01 -0.01 -0.01
C 5.140468 1.701572 3.517111 0.01 -0.01 0.00
C 3.902342 2.524402 1.486292 -0.01 -0.03 0.00
C 2.740947 2.776330 0.770273 0.01 -0.05 0.00
C 2.887314 3.432982 -0.583492 -0.01 0.00 0.00
C -1.386623 3.708929 1.946389 0.01 0.00 -0.01
C -2.549373 3.032382 2.320435 -0.02 0.00 0.02
C -3.053857 1.783008 1.655858 -0.01 0.00 -0.03
C -3.267694 3.539568 3.397228 0.01 0.00 -0.01
C -2.868243 4.672260 4.093521 0.00 0.00 0.01
C -3.690351 5.207719 5.230944 0.00 -0.01 0.01
C -1.698595 5.307303 3.699284 0.00 0.00 -0.01
C -0.942997 4.849936 2.627140 0.00 0.01 0.00
C 0.314320 5.597626 2.255009 0.01 0.00 0.01
H -3.604709 2.190972 -2.617132 0.00 0.00 0.00
H -3.076641 0.574101 -2.101928 0.00 0.01 -0.02
H -2.137074 1.463834 -3.303261 -0.01 0.01 0.01
H -0.643398 1.253936 2.634433 0.03 -0.04 -0.02
H -0.141628 2.216960 4.024583 -0.01 0.00 -0.02
H 0.348814 0.525545 3.881203 0.01 -0.02 0.02
H 2.596050 1.139812 4.262904 0.01 0.00 0.00
H 5.042242 0.838146 4.174327 0.00 0.00 0.00
H 5.384903 2.563325 4.141354 0.00 0.00 0.00
H 5.982720 1.534981 2.845593 0.00 0.00 0.00
H 4.857945 2.776721 1.038246 0.00 0.00 0.00
H 3.875714 3.223133 -0.993059 0.00 0.02 0.02
H 2.786122 4.518757 -0.508106 -0.02 0.00 -0.01
H 2.162232 3.082939 -1.317699 -0.01 -0.03 0.00
H -2.247319 1.134460 1.319013 -0.02 -0.01 -0.02
H -3.670392 2.028667 0.789372 0.01 0.00 0.00
H -3.668970 1.208280 2.345668 -0.01 0.00 0.00
H -4.166699 3.017402 3.705375 0.00 0.00 0.00
H -4.215523 4.407048 5.750006 0.00 0.00 0.00
H -4.441155 5.907705 4.858863 0.00 0.00 0.00
H -3.070854 5.739878 5.951580 0.00 0.00 0.00
H -1.360680 6.185569 4.237584 0.00 0.00 0.00
H 0.483225 6.415329 2.952708 0.00 0.00 0.00
H 0.246608 6.035302 1.255656 0.00 0.00 0.00
H 1.200358 4.957023 2.289408 -0.01 0.00 0.00
C -1.179077 -6.776757 -2.019804 -0.01 -0.01 -0.01
C -0.845837 -6.806130 -0.531569 -0.02 -0.02 0.03
C -1.982836 -6.225599 0.302476 -0.01 0.04 -0.05
C 0.486316 -6.117586 -0.237182 0.03 0.00 -0.01
N 0.512484 -4.723426 -0.679828 0.11 0.01 -0.04
C 0.075169 -3.621335 -0.084802 -0.07 0.03 0.12
N 0.263156 -2.618540 -0.913907 -0.01 0.18 -0.12
N 0.839819 -3.130660 -2.024775 -0.04 -0.10 0.06
N 0.990408 -4.388831 -1.890924 -0.01 -0.02 -0.02
H -2.074340 -7.367328 -2.213735 0.00 -0.01 0.00
H -0.366590 -7.177140 -2.627648 0.00 0.00 0.00
H -1.380167 -5.755623 -2.352962 0.00 0.00 0.01
H -0.685911 -7.845573 -0.228955 -0.02 -0.01 -0.01
H -2.201086 -5.194157 0.013637 0.03 -0.11 0.02
H -1.754727 -6.241165 1.370013 0.00 0.00 0.00
H -2.896726 -6.798943 0.148853 0.00 0.00 0.00
H 1.306092 -6.604273 -0.762346 0.00 0.00 0.00
H 0.704111 -6.120191 0.830539 -0.01 0.00 0.00
H -0.364268 -3.563337 0.898136 0.04 0.00 -0.06
F -2.319867 -0.818666 -0.407439 0.22 -0.02 0.08
Sb -3.639407 -2.288166 -0.280568 -0.22 0.12 -0.33
F -2.564818 -3.139714 -1.618709 0.11 -0.13 0.01
F -4.518267 -1.429133 -1.706654 0.03 -0.02 0.09
F -2.508144 -3.016433 1.030869 -0.02 0.02 0.06
F -4.560774 -1.271901 0.980858 0.04 0.01 0.01
F -4.806223 -3.740989 -0.248299 0.01 -0.01 0.02
```
Positions in Å, forces in eV/Å.

Lowest unoccupied orbital energy (alpha / beta): -3.002 / -3.093 eV
Energy relative to the best compared isomer or geometry (same formula, charge and spin): 0.0 kcal per mole
Frontier orbital gap (alpha / beta): 0.2873 / 0.2927 Eh
Multiplicity: 2
Calculated total energy: -113398.3870 eV
⟨S²⟩: 0.75
Net charge: +1

Here are the Löwdin charges for atoms 1 to 8, given in e:
1. Ti 1.001
2. O 0.130
3. C -0.565
4. O -0.155
5. C -0.178
6. C 0.033
7. C 0.033
8. C -0.141

# 2
ORCA calculation (the ωB97M-V functional and the def2-TZVPD basis) on a structure of composition C37H46BBrF4N10OPS2Tl.

The geometry in XYZ format:
```
104
Properties=species:S:1:pos:R:3:forces:R:3
Tl 0.271200 -0.206700 -0.145400 -0.14 0.47 -1.22
C -0.410200 -4.426800 -0.630000 0.64 -0.18 0.37
N -1.476100 -3.839100 -1.388900 -0.60 0.29 -0.43
C -2.780300 -4.202300 -1.370600 -0.22 0.01 -0.07
C -3.451500 -3.337900 -2.188700 -0.09 -0.17 0.11
N -2.570600 -2.438000 -2.687500 0.40 -0.34 0.55
B -3.054000 -1.275700 -3.590600 -0.11 0.22 -0.16
N -1.912500 -0.333800 -4.050200 0.00 0.41 -0.18
C -1.357500 -0.342500 -5.285500 0.15 -0.05 -0.26
C -0.664300 0.821300 -5.465100 0.06 -0.21 -0.14
N -0.790100 1.537800 -4.317200 -0.10 -0.78 -0.10
C -0.346600 2.884700 -4.095800 0.11 0.72 0.15
C -1.539500 0.808200 -3.450200 -0.02 0.24 0.82
S -1.875300 1.291100 -1.859100 0.11 -0.28 0.48
C -1.360600 -2.754400 -2.201200 0.38 0.00 -0.13
S 0.128100 -2.052500 -2.578500 0.32 0.75 0.87
H -0.735400 -5.389300 -0.241200 -0.03 0.04 -0.03
H -0.146900 -3.762700 0.198100 -0.02 -0.08 -0.05
H 0.466900 -4.568700 -1.262600 -0.11 -0.01 0.05
H -3.140200 -5.035800 -0.804400 -0.05 -0.21 0.11
H -4.486500 -3.311000 -2.459700 -0.24 -0.01 -0.03
H -3.526100 -1.762800 -4.563500 -0.15 -0.11 -0.31
H -3.829400 -0.629700 -2.962800 -0.24 0.10 0.12
H -1.511100 -1.155400 -5.965800 -0.07 -0.10 -0.14
H -0.116900 1.180000 -6.313100 0.05 0.10 -0.16
H 0.420800 3.146700 -4.820800 0.02 -0.10 0.03
H 0.036500 2.977500 -3.080500 0.03 -0.01 -0.12
H -1.179600 3.582700 -4.201400 0.05 -0.07 -0.01
F -2.439900 2.448300 7.396900 0.15 -0.09 -0.16
C -1.675600 2.031900 6.402500 0.10 -0.07 -0.13
C -0.338900 1.703700 6.626800 0.01 -0.03 -0.14
F 0.185900 1.789800 7.840300 -0.15 0.06 -0.18
C 0.451700 1.288500 5.559700 -0.12 0.05 -0.07
F 1.740900 1.040100 5.786300 -0.17 0.07 0.27
C -0.058000 1.150900 4.270700 -0.19 0.00 -0.41
P 0.998800 0.512300 2.896100 0.33 -0.28 0.58
C 1.574500 -1.028500 3.698200 -0.01 0.14 -0.21
C 0.736600 -2.132600 3.544900 0.06 0.22 -0.01
C 1.063200 -3.334300 4.145200 0.00 -0.05 -0.01
C 2.230200 -3.440700 4.886300 -0.05 0.00 -0.01
C 3.075300 -2.350900 5.014800 0.12 -0.02 -0.02
C 2.759400 -1.142900 4.419100 -0.10 0.00 -0.05
C 2.400900 1.665700 2.965400 -0.20 -0.09 -0.34
C 3.600100 1.249800 2.389400 -0.14 0.02 0.05
C 4.695200 2.091600 2.379900 0.04 0.03 -0.05
C 4.588200 3.368800 2.909800 0.01 0.02 -0.02
C 3.389500 3.797600 3.456900 -0.02 0.09 -0.03
C 2.289700 2.956900 3.476700 -0.03 -0.16 0.01
C -1.396800 1.472400 4.070300 -0.02 0.09 0.25
Br -2.162800 1.325200 2.356900 -0.31 0.08 -0.08
C -2.196700 1.920200 5.114600 0.11 -0.08 -0.19
F -3.464300 2.241800 4.880700 0.07 -0.01 0.23
H -0.151000 -2.029900 2.933900 -0.11 -0.09 -0.04
H 0.423500 -4.195600 4.028500 -0.10 -0.08 0.01
H 2.480200 -4.372500 5.365200 0.06 -0.16 0.05
H 3.990800 -2.439100 5.578600 0.08 -0.02 0.09
H 3.430000 -0.304000 4.525500 0.00 0.06 0.02
H 3.668100 0.260900 1.957200 0.12 -0.10 -0.02
H 5.630900 1.754400 1.962200 0.11 -0.02 -0.08
H 5.437200 4.032500 2.883400 0.12 0.08 0.06
H 3.308000 4.791400 3.869300 0.00 0.10 0.02
H 1.356000 3.309400 3.894900 -0.02 -0.01 0.05
N 2.162700 0.796500 -1.831200 -0.28 -0.39 0.11
C 3.145300 1.768200 -1.350300 0.20 0.36 -0.03
C 2.562200 3.177100 -1.287900 -0.08 -0.30 0.41
C 1.695900 3.455300 -0.061800 0.35 0.28 -0.13
N 0.532700 2.574500 0.056500 -0.14 -0.33 0.10
H 2.613900 -0.103700 -1.946800 0.03 -0.01 -0.10
H 1.828400 1.079300 -2.746300 -0.14 -0.06 -0.05
H 4.029700 1.779500 -2.001400 -0.07 -0.03 0.15
H 3.460800 1.454500 -0.354400 0.10 0.03 0.03
H 1.994600 3.370700 -2.198600 0.02 0.10 -0.17
H 3.386300 3.889300 -1.260600 0.00 0.07 -0.09
H 1.385100 4.508800 -0.098700 0.05 -0.11 0.08
H 2.304300 3.323000 0.833000 0.02 0.05 -0.01
H -0.121400 2.744700 -0.705500 0.00 -0.06 0.07
H 0.037600 2.802500 0.913700 -0.10 0.01 -0.02
C -4.005100 -0.838900 0.037300 0.25 0.22 -0.15
N -3.918300 -1.891300 1.020800 0.04 0.22 -0.08
C -5.189400 -2.374100 1.518400 -0.23 -0.22 0.33
C -2.739200 -2.307700 1.485300 -0.19 -0.42 0.17
C -2.798700 -3.324500 2.598700 0.15 0.11 0.01
O -1.650500 -1.922600 1.033300 0.46 0.26 -0.14
H -4.531900 -1.197500 -0.848000 0.04 0.13 -0.01
H -3.004300 -0.513300 -0.236400 -0.18 -0.12 -0.09
H -4.544400 0.011400 0.455700 -0.10 0.05 -0.03
H -5.977800 -2.010100 0.864400 0.03 -0.03 0.00
H -5.392300 -2.010100 2.526800 -0.05 0.02 0.01
H -5.228900 -3.462400 1.530800 -0.03 0.00 -0.02
H -3.439600 -2.967000 3.401100 -0.04 -0.05 0.11
H -1.803800 -3.513100 2.990500 0.02 0.04 -0.06
H -3.212600 -4.263100 2.238500 -0.08 -0.12 -0.03
N 5.021700 -3.814800 -2.205700 0.25 -0.23 -0.50
C 4.404100 -3.263200 -1.156500 -0.64 0.62 0.58
C 3.259400 -2.429400 -1.284300 0.51 -0.45 -0.29
N 2.680100 -1.903800 -0.229900 -0.37 0.39 0.17
C 3.184200 -2.171900 0.970500 0.19 -0.21 0.29
C 4.297700 -2.990800 1.101400 -0.44 0.36 0.00
N 4.898300 -3.510100 0.057400 0.50 -0.51 -0.46
H 4.711400 -3.675300 -3.150500 0.02 -0.01 0.08
H 5.832100 -4.386500 -2.034800 -0.02 0.01 -0.04
H 2.825700 -2.238600 -2.256300 -0.01 0.00 -0.11
H 2.681600 -1.752500 1.821300 0.03 -0.03 0.14
H 4.709800 -3.234300 2.067100 0.04 0.03 0.24
```
Positions in Å, forces in eV/Å.

Lowest unoccupied orbital energy (alpha / beta): -8.503 / -8.502 eV
Energy relative to the best compared isomer or geometry (same formula, charge and spin): 64.2 kcal per mole
Frontier orbital gap (alpha / beta): 0.1525 / 0.1528 Eh
Calculated total energy: -173293.8990 eV
Net charge: +2

Here are the Löwdin charges for atoms 1 to 8, given in e:
1. Tl 0.764
2. C -0.016
3. N -0.107
4. C -0.002
5. C -0.029
6. N 0.032
7. B -0.431
8. N -0.030

The lowest calculated total energy belongs to which entry? C37H46BBrF4N10OPS2Tl